Entry from the OMol25 dataset: 6 unconnected molecules or ions with the total composition C26H58F3N2O10 (ωB97M-V/def2-TZVPD).

Each line ends with the Löwdin charge.
CARTESIAN COORDINATES (ANGSTROEM)
F -1.14 -0.78 0.69  0.014
C -1.40 0.46 -0.06  -0.205
F -0.41 1.49 0.39  -0.004
F -1.10 0.21 -1.52  0.005
C -2.88 1.12 0.18  -0.042
C -3.76 0.44 1.38  -0.112
N -5.23 0.52 0.93  -0.119
C -5.75 -0.73 0.26  0.062
C -7.28 -0.31 -0.14  0.037
N -7.50 1.11 0.37  0.038
C -6.23 1.66 1.04  0.108
H -2.75 2.28 0.44  0.152
H -3.53 1.12 -0.83  0.150
H -3.56 -0.71 1.54  0.147
H -3.55 1.06 2.36  0.146
H -5.12 -1.71 0.10  0.151
H -8.02 -1.02 -0.72  0.143
H -8.42 1.63 0.23  0.173
H -6.05 2.71 1.52  0.166
C -7.51 5.18 6.60  -0.104
O -7.65 3.79 6.89  -0.189
C -8.42 3.11 5.89  -0.190
C -7.52 2.30 4.96  -0.193
O -6.73 3.15 4.13  -0.230
C -5.38 3.23 4.59  -0.110
H -6.77 5.60 7.29  0.094
H -7.16 5.34 5.57  0.081
H -8.46 5.69 6.75  0.092
H -9.05 3.81 5.33  0.127
H -9.09 2.42 6.42  0.128
H -8.16 1.71 4.28  0.117
H -6.89 1.60 5.52  0.129
H -4.86 2.29 4.38  0.073
H -5.32 3.46 5.65  0.093
H -4.88 4.03 4.03  0.092
C 3.78 3.52 2.93  -0.105
O 2.48 3.12 2.52  -0.195
C 2.48 1.83 1.90  -0.190
C 1.95 0.76 2.86  -0.198
O 2.86 0.53 3.94  -0.189
C 2.42 1.15 5.15  -0.110
H 3.68 4.42 3.55  0.089
H 4.28 2.74 3.52  0.085
H 4.39 3.76 2.05  0.089
H 3.48 1.57 1.53  0.115
H 1.80 1.89 1.04  0.104
H 1.87 -0.19 2.32  0.104
H 0.95 1.02 3.24  0.118
H 1.56 0.61 5.55  0.084
H 2.16 2.20 5.00  0.083
H 3.24 1.10 5.87  0.092
C -0.38 -3.58 -0.34  -0.121
O -0.34 -5.00 -0.27  -0.186
C -1.35 -5.52 0.60  -0.191
C -2.53 -6.10 -0.19  -0.192
O -3.26 -5.06 -0.86  -0.212
C -2.96 -5.00 -2.25  -0.110
H 0.28 -3.26 -1.15  0.094
H -1.39 -3.21 -0.55  0.069
H -0.01 -3.15 0.60  0.080
H -1.69 -4.76 1.31  0.121
H -0.88 -6.33 1.18  0.127
H -3.22 -6.58 0.50  0.123
H -2.18 -6.86 -0.91  0.129
H -3.40 -5.87 -2.76  0.091
H -1.89 -4.97 -2.43  0.086
H -3.41 -4.09 -2.66  0.084
C 4.26 -1.38 0.56  -0.099
O 4.92 -0.19 0.12  -0.207
C 6.22 -0.46 -0.40  -0.186
C 6.23 -0.42 -1.93  -0.194
O 5.50 -1.52 -2.48  -0.198
C 4.21 -1.12 -2.95  -0.109
H 3.21 -1.13 0.77  0.069
H 4.28 -2.16 -0.21  0.086
H 4.72 -1.74 1.48  0.095
H 6.60 -1.42 -0.03  0.128
H 6.88 0.33 -0.02  0.125
H 7.27 -0.52 -2.28  0.124
H 5.85 0.54 -2.30  0.126
H 4.32 -0.52 -3.86  0.079
H 3.66 -0.55 -2.20  0.081
H 3.64 -2.02 -3.19  0.090
C 7.72 1.15 -7.23  -0.110
O 7.76 -0.27 -7.16  -0.193
C 6.75 -0.79 -6.29  -0.195
C 5.57 -1.37 -7.08  -0.193
O 4.84 -0.33 -7.74  -0.199
C 5.14 -0.27 -9.13  -0.111
H 8.38 1.47 -8.04  0.090
H 6.71 1.52 -7.43  0.083
H 8.09 1.58 -6.29  0.086
H 6.41 -0.03 -5.58  0.116
H 7.22 -1.60 -5.71  0.126
H 4.88 -1.85 -6.38  0.116
H 5.92 -2.13 -7.79  0.126
H 4.70 -1.14 -9.64  0.087
H 6.21 -0.24 -9.32  0.084
H 4.69 0.64 -9.54  0.089

charge = +1
frontier orbital gap = 5.87 eV
highest occupied orbital energy = -10.2 eV
relative energy (zero: lowest compared OMol25 entry of this formula, charge and spin) = 7.1884 eV



Entry from the OMol25 dataset: 8 unconnected molecules or ions with the total composition C19H54N6O6 (ωB97M-V/def2-TZVPD).

Each line ends with the Löwdin charge.
CARTESIAN COORDINATES (ANGSTROEM)
N -2.74 0.94 2.02  0.291
H -1.96 0.61 1.38  0.076
H -3.35 1.56 1.48  0.135
H -2.42 1.50 2.81  0.137
H -3.32 0.17 2.38  0.145
N 1.22 0.50 3.00  0.280
H 0.66 0.18 2.14  0.066
H 2.07 1.03 2.78  0.137
H 1.50 -0.32 3.55  0.133
H 0.65 1.06 3.63  0.131
C 0.81 5.72 -0.48  0.028
N 0.31 4.94 0.69  -0.353
C 1.37 4.73 1.72  0.022
C -0.81 5.78 1.28  0.027
C -0.17 3.58 0.22  -0.115
C -1.18 3.55 -0.92  -0.204
O -2.39 4.23 -0.59  -0.041
H 0.03 5.88 -1.22  0.113
H 1.59 5.10 -0.94  0.117
H 1.26 6.64 -0.15  0.126
H 1.40 5.64 2.31  0.116
H 2.32 4.56 1.22  0.118
H 1.09 3.92 2.38  0.095
H -0.31 6.71 1.54  0.114
H -1.28 5.33 2.14  0.117
H -1.53 5.98 0.50  0.101
H -0.56 3.04 1.08  0.112
H 0.72 3.02 -0.07  0.123
H -1.37 2.52 -1.22  0.130
H -0.77 4.09 -1.78  0.121
H -3.00 3.63 -0.15  0.090
C 1.73 -0.22 -0.32  -0.083
C 0.21 -0.26 -0.31  -0.436
O -0.43 0.05 0.88  -0.371
H 2.10 -0.50 -1.31  0.076
H 2.09 -0.92 0.44  0.056
H 2.13 0.79 -0.15  0.054
H -0.13 -1.26 -0.63  0.070
H -0.15 0.31 -1.19  0.087
C -2.15 -2.50 2.97  -0.384
O -2.67 -2.47 4.06  0.018
N -2.39 -3.42 2.00  -0.180
C -1.49 -3.52 0.88  -0.049
C -3.28 -4.53 2.25  -0.029
H -1.35 -1.79 2.68  0.106
H -0.84 -2.64 0.84  0.056
H -2.04 -3.25 -0.03  0.077
H -0.86 -4.41 0.84  0.099
H -4.14 -4.23 2.86  0.093
H -3.65 -4.92 1.31  0.094
H -2.80 -5.33 2.82  0.107
C 2.09 -5.41 1.91  -0.328
O 1.31 -5.71 2.77  0.041
N 2.77 -4.22 1.92  -0.199
C 2.74 -3.30 3.01  -0.072
C 3.57 -3.84 0.77  -0.070
H 2.53 -6.03 1.11  0.147
H 2.05 -3.65 3.79  0.091
H 2.47 -2.30 2.64  0.050
H 3.67 -3.17 3.58  0.099
H 4.08 -2.89 0.88  0.081
H 4.38 -4.54 0.51  0.094
H 2.91 -3.77 -0.10  0.086
C -3.56 -1.03 -4.11  -0.348
O -4.56 -1.18 -4.78  0.036
N -2.90 -2.03 -3.48  -0.198
C -1.69 -1.80 -2.71  -0.079
C -3.31 -3.41 -3.62  -0.037
H -3.05 -0.05 -4.02  0.129
H -0.98 -2.61 -2.85  0.101
H -1.96 -1.64 -1.66  0.063
H -1.22 -0.87 -3.05  0.077
H -3.40 -3.90 -2.64  0.085
H -4.26 -3.45 -4.12  0.090
H -2.57 -3.97 -4.20  0.098
C 4.03 0.73 -3.64  -0.011
C 2.59 1.03 -3.94  -0.504
O 1.96 0.46 -4.79  0.093
C 1.94 2.18 -3.19  -0.034
H 4.18 0.11 -2.75  0.080
H 4.47 1.70 -3.37  0.082
H 4.59 0.31 -4.47  0.094
H 1.94 2.07 -2.10  0.042
H 0.90 2.30 -3.48  0.078
H 2.52 3.07 -3.45  0.088

charge = +2
frontier orbital gap = 6.36 eV
highest occupied orbital energy = -12.8 eV



Entry from the OMol25 dataset: 4 unconnected molecules or ions with the total composition C3H9O5 (ωB97M-V/def2-TZVPD).

Each line ends with the natural charge from an NBO analysis.
CARTESIAN COORDINATES (ANGSTROEM)
O -1.74 0.83 -0.55  -0.514
C -0.67 0.14 -0.62  0.315
O 1.39 0.21 -2.32  -1.160
C -0.42 -0.88 0.35  0.057
C 0.99 -1.36 0.64  -0.144
O 1.54 -0.66 1.63  -0.560
H -0.03 0.34 -1.57  0.302
H -1.21 -1.07 1.08  0.280
H 1.58 -1.42 -0.30  0.187
H 0.84 -2.45 0.88  0.125
H 1.55 1.02 -2.82  0.428
H 1.29 1.16 -0.98  0.489
H 1.74 1.32 0.49  0.482
O 1.36 1.83 -0.25  -0.984
H -2.12 0.75 0.40  0.548
H -3.35 0.06 2.35  0.454
O -2.74 0.16 1.61  -1.303

charge = -1
frontier orbital gap = 5.12 eV
highest occupied orbital energy = -5.3 eV
relative energy (zero: lowest compared OMol25 entry of this formula, charge and spin) = 8.7602 eV